9
Properties=species:S:1:pos:R:3 method="wB97M-V/def2-TZVPD" max_force_ev_per_a=5.0 gap_ev=8.7 relative_energy_ev=0.499 multiplicity=1 homo_energy_ev=-18.53 charge=+2
C -0.6026 0.1033 -0.9891
C 0.4628 2.3166 -0.8300
C -1.0944 -4.0278 -2.9821
N -1.0914 -0.8810 -1.3119
N 0.1177 1.2262 -0.8069
N -1.0986 -4.9756 -2.2924
I -0.8572 -2.6935 -4.4226
H 0.8952 3.2927 -0.9040
H -1.1161 -5.9262 -2.0364

8
Properties=species:S:1:pos:R:3 method="wB97M-V/def2-TZVPD" max_force_ev_per_a=3.5 gap_ev="7.2 / 7.2" relative_energy_ev=5.219 multiplicity=1 homo_energy_ev="-8.42 / -8.42" charge=0
C 0.7011 0.4710 1.7386
C 0.0456 -1.0222 -0.2852
C -0.5006 0.7716 -1.8509
N -0.4584 -0.1049 -0.9875
S 1.1248 -0.9391 0.9850
I -1.9791 2.2925 -1.7177
H 1.3576 0.4433 2.7396
H -0.2908 -1.9123 -0.6220

10
Properties=species:S:1:pos:R:3 method="wB97M-V/def2-TZVPD" max_force_ev_per_a=7.0 gap_ev="4.6 / 4.8" relative_energy_ev=2.639 multiplicity=1 homo_energy_ev="-14.68 / -15.28" charge=+2
C 1.3764 -1.0832 -0.3176
C 0.2395 -0.1536 -0.2292
O -1.0061 -0.8066 -0.4097
C -2.1359 -0.2390 0.0673
O -1.9913 0.7156 0.8645
O 2.5216 -0.5437 -0.0943
Li -3.8673 0.4328 0.8311
H 0.2635 0.4291 0.7051
H 0.6412 0.1701 -1.3296
Lu 3.9582 1.0785 -0.0876

8
Properties=species:S:1:pos:R:3 method="wB97M-V/def2-TZVPD" max_force_ev_per_a=2.2 gap_ev="3.3 / 3.3" relative_energy_ev=0.000 multiplicity=1 homo_energy_ev="-4.77 / -4.75" charge=0
C 2.7963 -0.2680 0.2299
H 3.4296 -1.0773 0.6110
O 0.4116 -0.7325 -0.9388
C 1.2864 0.1348 -0.2600
C 2.6340 0.3720 -0.9204
Li 0.4447 -2.1307 0.6441
Na -1.8614 0.3434 -0.8670
H 0.7705 0.9365 0.2914

10
Properties=species:S:1:pos:R:3 method="wB97M-V/def2-TZVPD" max_force_ev_per_a=2.4 gap_ev="6.9 / 7.0" relative_energy_ev=2.990 multiplicity=2 homo_energy_ev="-11.23 / -11.33" charge=+1 s_squared=0.76
C 0.3105 0.4274 1.2393
C 0.0544 -0.4506 0.1633
O 0.8109 -0.3608 -0.9092
C 0.2051 -0.3588 -2.2478
O -0.5245 0.5971 -2.4573
O -0.3054 0.3530 2.3224
Li -0.6372 -0.4322 -4.1287
H -0.6556 -1.2775 0.2531
H 0.7070 1.4037 0.8593
Na 0.0346 0.0988 4.9056

10
Properties=species:S:1:pos:R:3 method="wB97M-V/def2-TZVPD" max_force_ev_per_a=7.9 gap_ev="6.1 / 3.7" relative_energy_ev=6.904 multiplicity=2 homo_energy_ev="-11.54 / -11.55" charge=+1 s_squared=0.83
O -1.6508 1.4293 -0.9194
O 0.6400 0.3362 -0.0542
C 1.8580 -0.1169 0.2370
C -0.4950 -0.5562 -0.0235
O 2.0274 -1.3261 0.4790
C -1.6883 0.2201 -0.2626
Tl 3.2952 1.4047 0.1334
H -1.7945 1.3188 0.4657
H -2.5832 -0.3926 -0.5203
Li 0.3910 -2.3175 0.4649

10
Properties=species:S:1:pos:R:3 method="wB97M-V/def2-TZVPD" max_force_ev_per_a=3.6 gap_ev=6.2 relative_energy_ev=0.604 multiplicity=1 homo_energy_ev=-8.17 charge=0
H -1.1146 -2.0908 0.4988
C -2.1306 -0.5030 0.0621
C -1.0345 -1.2472 -0.2714
O 0.0717 -0.4891 -0.6495
C 1.1762 -0.2431 0.2314
O 1.7714 -1.1614 0.7370
O 1.3295 1.0164 0.3027
Mg -0.4348 1.5675 -0.5013
O -2.1382 0.8228 0.0114
H -3.1056 -1.0106 0.0286

8
Properties=species:S:1:pos:R:3 method="wB97M-V/def2-TZVPD" max_force_ev_per_a=2.7 gap_ev="8.3 / 8.5" relative_energy_ev=4.867 multiplicity=1 homo_energy_ev="-8.87 / -8.96" charge=0
C -0.8298 0.2355 0.8837
C -1.4866 0.7438 -0.0993
C 1.8270 -0.3436 -0.6175
N -0.3740 -0.8932 0.1217
N 0.9340 -1.0213 -0.1839
O 2.7980 0.0759 -1.0965
H -0.9095 0.3502 2.0536
H -1.9592 0.8527 -1.0619

8
Properties=species:S:1:pos:R:3 method="wB97M-V/def2-TZVPD" max_force_ev_per_a=3.5 smiles="N#CC1=N[C@@H]1O" gap_ev=9.9 relative_energy_ev=1.803 multiplicity=1 homo_energy_ev=-10.59 charge=0
N 2.9889 0.3900 -0.0547
C 1.8716 0.1085 -0.0573
C 0.5504 -0.3161 0.0837
N -0.1422 -1.3279 -0.3104
C -0.9295 -0.2646 0.3688
O -1.7273 0.5868 -0.4061
H -1.3840 -0.3648 1.3969
H -1.2281 1.1882 -1.0209

8
Properties=species:S:1:pos:R:3 method="wB97M-V/def2-TZVPD" max_force_ev_per_a=2.7 smiles="O=C[C@H]1C2=NN21" gap_ev=9.2 relative_energy_ev=4.756 multiplicity=1 homo_energy_ev=-10.06 charge=0
O 2.3242 -0.0723 -0.2280
C 1.2956 0.1618 0.3242
C -0.0867 -0.0903 -0.2736
C -1.4015 -0.8841 0.2633
N -2.2092 0.0173 -0.1934
N -1.1398 0.7824 0.0404
H 1.2249 0.4753 1.3858
H -0.0074 -0.3901 -1.3188

8
Properties=species:S:1:pos:R:3 method="wB97M-V/def2-TZVPD" max_force_ev_per_a=3.7 gap_ev="6.6 / 6.6" relative_energy_ev=2.195 multiplicity=1 homo_energy_ev="-8.49 / -8.51" charge=0
C 0.8623 0.7887 -0.0096
C 0.6870 -0.6473 0.0092
C -1.5504 -0.3220 0.0015
N -0.1559 1.5155 0.0132
N -0.5552 -1.0833 0.0016
O -2.6715 -0.0449 -0.0108
H 1.8902 1.1527 -0.0488
H 1.4935 -1.3594 0.0437

8
Properties=species:S:1:pos:R:3 method="wB97M-V/def2-TZVPD" max_force_ev_per_a=5.1 smiles="C=NC(=O)C#N" gap_ev=10.1 relative_energy_ev=1.292 multiplicity=1 homo_energy_ev=-10.74 charge=0
C -0.3087 -0.1452 -0.1050
N -1.1596 0.0458 -0.9807
C -2.4375 0.7280 -0.2546
O -2.5465 1.8049 0.2151
C -3.3306 -0.3591 -0.0803
N -3.8146 -1.3350 0.3007
H 0.6114 -0.6858 -0.4822
H -0.3856 0.1512 0.8468